Entry from OMol25: a molecular structure, C35H132F2N3O34S2 (the ωB97M-V functional and the def2-TZVPD basis).

The frontier orbital gap comes out at 10.148 eV. As for the strongest force on any atom: 5.874 eV/Å. The value obtained for the energy above the lowest of the compared OMol25 structures with the same formula, charge and spin is 62.5 kJ/mol. As for the total energy: -139608.4710 eV. The value obtained for the highest occupied orbital energy is -11.47 eV. Its charge is +1. Its spin multiplicity is 1.

XYZ file:
```
208
C35H132F2N3O34S2, DFT the ωB97M-V functional and the def2-TZVPD basis
C -2.676 2.933 1.327
C -2.707 1.513 0.723
C -1.297 1.098 0.471
O -1.275 -0.107 -0.303
C 0.075 -0.312 -0.655
N -3.490 0.459 1.587
H -2.792 -0.114 2.137
H -4.230 0.889 2.155
H -3.965 -0.196 0.937
H -3.673 3.127 1.790
H -2.458 3.629 0.469
H -1.821 3.029 2.073
H -3.214 1.451 -0.215
H -0.649 0.998 1.406
H -0.885 1.886 -0.119
H 0.544 0.363 -1.303
H 0.123 -1.220 -1.191
H 0.670 -0.544 0.250
C 1.129 -3.682 1.523
C 1.393 -4.632 2.554
O 2.120 -5.555 2.617
N 0.379 -4.464 3.810
H 0.408 -3.445 4.161
H -0.510 -4.634 3.402
C 0.625 -5.490 4.885
H 0.245 -3.955 0.836
H 1.958 -3.541 0.854
H 0.940 -2.766 2.055
H -0.317 -5.570 5.377
H 1.488 -5.216 5.486
H 0.840 -6.442 4.470
N -2.036 -1.382 3.916
S -2.622 -2.664 3.367
O -3.925 -2.591 2.676
O -2.417 -3.836 4.269
F -1.737 -2.984 2.160
S -0.956 -1.007 4.866
O 0.187 -1.884 4.732
O -1.550 -0.661 6.113
F -0.688 0.337 4.171
C 0.870 2.647 5.436
O 0.895 2.695 4.019
H 1.712 2.042 5.812
H 1.024 3.710 5.800
H -0.058 2.226 5.778
H 0.810 1.797 3.606
C 4.152 -2.260 3.905
O 3.129 -1.968 2.960
H 4.859 -3.025 3.635
H 4.716 -1.355 4.033
H 3.715 -2.580 4.869
H 3.623 -1.950 2.130
C 2.771 2.742 -2.385
O 1.305 2.734 -2.577
H 3.057 1.768 -2.015
H 3.244 2.936 -3.387
H 2.993 3.564 -1.667
H 0.841 3.246 -1.874
C -3.668 6.872 -0.553
O -3.497 5.737 -1.386
H -3.743 6.523 0.486
H -2.810 7.437 -0.611
H -4.562 7.453 -0.740
H -4.345 5.299 -1.459
C 0.908 -5.933 -1.160
O 1.610 -4.756 -1.425
H 0.071 -5.733 -0.512
H 0.495 -6.380 -2.031
H 1.530 -6.731 -0.680
H 1.667 -4.682 -2.391
C -5.237 1.330 -2.716
O -4.188 1.991 -2.044
H -6.034 1.952 -2.929
H -4.834 0.775 -3.535
H -5.609 0.546 -2.144
H -3.745 2.441 -2.741
C -4.397 -4.284 -3.064
O -4.347 -2.815 -3.008
H -5.163 -4.584 -2.378
H -4.654 -4.522 -4.130
H -3.455 -4.706 -2.841
H -3.619 -2.615 -3.622
C -0.329 5.964 2.543
O 0.465 4.838 2.123
H -1.309 6.091 2.002
H -0.433 5.981 3.620
H 0.237 6.829 2.268
H 0.341 4.051 2.732
C 2.276 8.645 -0.096
O 1.813 7.548 0.769
H 2.416 9.530 0.473
H 3.252 8.402 -0.512
H 1.544 8.878 -0.893
H 2.599 7.106 1.156
C -6.397 -0.210 3.933
O -5.675 0.974 3.333
H -6.635 -1.067 3.200
H -5.796 -0.532 4.748
H -7.374 0.078 4.341
H -5.591 1.667 3.958
C 4.539 -1.038 -5.346
O 4.133 -1.347 -4.034
H 3.686 -0.726 -5.959
H 5.177 -0.123 -5.256
H 5.183 -1.792 -5.904
H 3.478 -2.074 -4.169
C 2.898 -7.904 -4.252
O 1.747 -7.047 -4.290
H 3.674 -7.316 -3.728
H 2.724 -8.778 -3.594
H 3.192 -8.222 -5.279
H 0.927 -7.524 -4.439
C 1.710 2.082 -6.122
O 0.882 1.623 -5.068
H 1.941 3.142 -6.083
H 2.630 1.461 -6.080
H 1.120 2.022 -7.001
H 1.211 1.875 -4.206
C -6.298 -1.097 -0.137
O -4.914 -0.857 -0.446
H -6.798 -0.121 0.034
H -6.799 -1.511 -0.996
H -6.345 -1.717 0.766
H -4.646 -1.405 -1.183
C 2.556 1.106 1.551
O 1.794 0.433 2.555
H 2.075 1.971 1.204
H 3.408 1.594 2.062
H 2.813 0.522 0.680
H 2.313 -0.380 2.694
C -0.164 5.606 -1.203
O 0.348 4.300 -0.727
H 0.443 6.380 -0.603
H 0.028 5.707 -2.300
H -1.233 5.663 -1.165
H 0.435 4.486 0.246
C -2.279 -2.769 -5.978
O -2.080 -2.450 -4.631
H -3.326 -2.979 -6.281
H -1.893 -1.990 -6.667
H -1.818 -3.718 -6.291
H -1.801 -1.508 -4.666
C 6.894 -8.415 -0.105
O 6.048 -8.426 0.986
H 6.892 -9.365 -0.670
H 6.695 -7.530 -0.715
H 7.959 -8.214 0.165
H 6.525 -8.751 1.739
C 6.544 -1.469 -1.579
O 5.298 -0.961 -1.160
H 6.953 -1.956 -0.701
H 6.404 -2.169 -2.389
H 7.256 -0.694 -1.955
H 4.744 -0.875 -1.948
C 3.769 4.461 3.247
O 3.148 4.848 2.018
H 3.624 5.228 3.990
H 3.427 3.392 3.582
H 4.801 4.553 2.951
H 2.156 4.858 2.111
C -2.119 1.042 -5.817
O -1.250 0.008 -5.392
H -1.592 1.816 -6.382
H -2.859 0.594 -6.418
H -2.594 1.639 -5.007
H -0.396 0.395 -5.066
C 6.271 2.012 0.916
O 5.371 2.992 0.526
H 7.290 2.340 1.179
H 5.849 1.581 1.792
H 6.321 1.240 0.163
H 5.361 3.638 1.201
C -7.601 -3.120 -4.066
O -7.286 -2.026 -3.241
H -7.491 -3.012 -5.143
H -6.939 -3.943 -3.741
H -8.636 -3.443 -3.902
H -6.352 -1.845 -3.304
C -1.753 2.411 10.271
O -3.022 3.012 10.240
H -0.889 3.045 10.007
H -1.469 1.962 11.241
H -1.759 1.661 9.536
H -2.941 3.797 10.826
C 1.225 -1.965 -5.096
O 1.984 -3.162 -4.982
H 1.451 -1.264 -4.281
H 1.432 -1.509 -6.049
H 0.145 -2.225 -5.102
H 1.767 -3.763 -5.714
C -3.480 2.799 6.168
O -3.635 1.666 5.367
H -2.651 3.448 5.938
H -4.401 3.371 6.076
H -3.406 2.536 7.211
H -3.314 0.851 5.727
C 4.959 -4.116 0.172
O 4.545 -2.822 0.575
H 4.616 -4.364 -0.865
H 6.011 -4.351 0.177
H 4.389 -4.745 0.887
H 4.755 -2.171 -0.129
C -1.399 4.013 -4.143
O -2.773 3.946 -3.686
H -1.376 3.435 -5.020
H -1.111 5.054 -4.239
H -0.752 3.450 -3.419
H -2.974 4.814 -3.267
```

These are the Mulliken partial charges, in e, on atoms 1 to 2: -0.497, 0.452